Entry 1:
10
Properties=species:S:1:pos:R:3:forces:R:3:mulliken_charge:R:1 method="wB97M-V/def2-TZVPD" e_above_lowest_kcal_mol=63.6 molar_mass_g_mol=91.1 spin_multiplicity=1 smiles="CN(O)C=S"
C -0.814 -0.452 -0.772 -0.4755 -0.2700 0.0436 -0.8110
N 0.043 0.112 0.229 0.5821 1.4170 1.5481 0.1091
O -0.463 0.229 1.539 -1.0629 -0.3073 -0.0995 -0.4149
C 1.350 0.307 0.273 1.2066 0.1630 -1.6844 -0.1536
S 2.393 0.149 -0.992 -0.3222 -0.2172 -0.0725 -0.3545
H -0.890 0.017 -1.766 0.3488 0.5731 0.7327 0.2924
H -0.456 -1.435 -0.962 0.1057 -1.1149 -0.2419 0.3300
H -1.787 -0.507 -0.282 -0.0319 -0.0837 -0.3682 0.3278
H -1.149 0.915 1.528 0.2397 -0.0236 -0.1586 0.3364
H 1.773 0.666 1.204 -0.5905 -0.1361 0.3007 0.3383

Entry 2:
14
Properties=species:S:1:pos:R:3:forces:R:3:mulliken_charge:R:1 method="wB97M-V/def2-TZVPD" e_above_lowest_kcal_mol=28.8 molar_mass_g_mol=88.1 spin_multiplicity=1 smiles="C[C@H](C=O)CO"
C -1.160 -1.008 0.443 -0.0496 -0.0596 0.0317 -1.5040
C -0.262 0.210 0.251 -0.0375 -0.0401 -0.0294 0.5611
C -0.885 1.229 -0.684 -0.0795 0.0004 0.0057 -0.1762
O -2.028 1.206 -1.062 0.3141 0.0135 0.0763 -0.4858
C 1.161 -0.143 -0.210 -0.3054 -0.1784 -0.2743 -0.5634
O 2.077 0.473 0.674 0.3398 0.0217 -0.0006 -0.5125
H -2.173 -0.708 0.718 0.1288 -0.0209 -0.0206 0.3696
H -0.758 -1.656 1.229 -0.0392 0.0850 -0.1102 0.4044
H -1.234 -1.592 -0.481 0.0241 0.0982 0.1037 0.3519
H -0.131 0.735 1.210 -0.0451 -0.0687 -0.1308 0.2353
H -0.191 2.036 -1.013 -0.1053 -0.0752 0.0302 0.3688
H 1.280 -1.236 -0.213 -0.0146 0.1620 0.0714 0.3390
H 1.333 0.200 -1.245 -0.0371 -0.0229 0.1509 0.3135
H 2.971 0.253 0.384 -0.0933 0.0850 0.0959 0.2983